Record 1
Formula: C35H41BN2O2S
Source: the OMol25 dataset
Level of theory: wB97M-V/def2-TZVPD

Each line ends with the Löwdin charge.
Cartesian coordinates (Å):
C: 2.701 6.671 3.076  -0.138
C: 2.155 5.453 2.424  -0.598
C: 1.863 5.236 1.096  -0.161
C: 1.261 3.953 0.826  -0.152
C: 1.142 3.175 1.951  -0.388
B: 0.195 1.843 2.306  -0.948
C: -1.428 2.192 2.407  -0.076
C: -2.160 1.992 3.581  -0.047
C: -3.546 2.187 3.620  -0.035
C: -4.232 2.647 2.464  -0.247
N: -5.594 2.833 2.478  -0.220
C: -6.286 3.637 1.496  -0.082
C: -6.469 2.247 3.469  -0.080
C: -3.472 2.905 1.291  -0.036
C: -2.091 2.675 1.283  -0.048
O: 0.470 0.961 1.218  0.047
C: 1.462 0.096 1.761  -0.478
C: 1.392 -1.198 0.973  -0.031
C: 2.853 0.719 1.678  -0.018
C: 0.994 -0.019 3.312  -0.477
C: -0.236 -0.921 3.456  -0.019
C: 2.084 -0.445 4.287  -0.017
O: 0.623 1.323 3.576  -0.001
S: 1.733 4.019 3.342  1.067
H: 2.961 7.406 2.306  0.069
H: 1.980 7.137 3.764  0.071
H: 3.610 6.434 3.646  0.066
H: 2.034 6.016 0.367  0.088
H: 0.903 3.691 -0.165  0.094
H: -1.668 1.680 4.504  0.108
H: -4.088 1.995 4.547  0.085
H: -5.585 4.188 0.867  0.069
H: -6.914 3.006 0.859  0.081
H: -6.939 4.354 2.007  0.081
H: -5.950 1.505 4.079  0.071
H: -6.879 3.021 4.125  0.083
H: -7.313 1.761 2.967  0.078
H: -3.969 3.249 0.384  0.080
H: -1.515 2.876 0.379  0.104
H: 2.046 -1.951 1.428  0.070
H: 0.357 -1.558 0.947  0.084
H: 1.726 -0.997 -0.052  0.075
H: 3.602 -0.005 2.025  0.081
H: 3.074 0.987 0.639  0.092
H: 2.923 1.637 2.280  0.073
H: 0.027 -1.978 3.327  0.076
H: -0.655 -0.793 4.459  0.089
H: -1.012 -0.657 2.725  0.094
H: 2.423 -1.453 4.019  0.080
H: 2.927 0.253 4.263  0.082
H: 1.677 -0.468 5.305  0.087
C: -0.568 -1.563 -7.563  0.019
N: 0.017 -2.157 -6.368  -0.045
C: 1.355 -2.324 -6.173  0.079
C: 1.599 -2.911 -4.900  -0.109
C: 2.862 -3.240 -4.431  0.102
C: 3.221 -3.873 -3.189  -0.201
C: 2.636 -3.504 -1.945  -0.022
C: 3.054 -4.100 -0.754  -0.035
C: 4.043 -5.096 -0.764  -0.035
C: 4.603 -5.500 -1.985  -0.062
C: 4.201 -4.908 -3.177  -0.016
C: 0.254 -3.148 -4.325  -0.090
C: -0.224 -3.841 -3.228  -0.004
C: -1.607 -3.845 -2.972  -0.034
C: -2.520 -3.214 -3.842  -0.041
C: -2.059 -2.610 -5.024  0.011
C: -0.685 -2.618 -5.246  -0.154
H: -1.646 -1.449 -7.416  0.090
H: -0.125 -0.580 -7.752  0.108
H: -0.387 -2.175 -8.455  0.108
H: 2.070 -2.120 -6.961  0.156
H: 3.673 -3.145 -5.168  0.141
H: 1.855 -2.754 -1.955  0.112
H: 2.589 -3.794 0.188  0.104
H: 4.383 -5.544 0.164  0.115
H: 5.380 -6.270 -1.998  0.114
H: 4.626 -5.217 -4.125  0.115
H: 0.480 -4.385 -2.603  0.109
H: -1.976 -4.334 -2.074  0.115
H: -3.582 -3.188 -3.599  0.116
H: -2.716 -2.110 -5.732  0.109

Summary:
F_max	3.24	eV/Å
net charge	0
frontier orbital gap	0.06671	Ha
energy relative to the best compared isomer or geometry (same formula, charge and spin)	0.0	kcal per mole
highest occupied orbital energy	-5.4	eV
calculated total energy	-55545.419	eV

=====

Record 2
Formula: C37H26InN4P2S3
Source: the OMol25 dataset
Level of theory: wB97M-V/def2-TZVPD

Each line ends with the Löwdin charge.
Cartesian coordinates (Å):
In: 0.968 0.007 -1.042  0.379
S: 1.471 -1.703 0.795  0.349
P: 0.268 -0.281 1.723  0.478
C: -0.402 0.697 0.506  -0.639
P: -1.825 0.431 -0.395  0.491
S: -1.201 0.048 -2.339  0.355
C: -2.835 -0.956 0.181  -0.345
C: -2.675 -2.226 -0.363  -0.097
C: -3.399 -3.295 0.145  -0.069
C: -4.282 -3.097 1.194  -0.073
C: -4.441 -1.831 1.744  -0.071
C: -3.720 -0.761 1.241  -0.085
C: -2.935 1.846 -0.415  -0.359
C: -4.219 1.722 -0.944  -0.083
C: -5.047 2.830 -0.999  -0.066
C: -4.597 4.059 -0.533  -0.070
C: -3.319 4.183 -0.010  -0.071
C: -2.485 3.075 0.050  -0.079
C: 1.367 0.711 2.757  -0.360
C: 1.361 2.097 2.663  -0.090
C: 2.189 2.850 3.486  -0.075
C: 3.015 2.216 4.402  -0.073
C: 3.017 0.829 4.499  -0.067
C: 2.196 0.076 3.679  -0.087
C: -0.865 -1.061 2.891  -0.342
C: -1.530 -0.242 3.804  -0.080
C: -2.389 -0.804 4.732  -0.069
C: -2.586 -2.180 4.751  -0.073
C: -1.929 -2.993 3.842  -0.073
C: -1.065 -2.435 2.908  -0.095
H: -2.000 -2.367 -1.197  0.068
H: -3.283 -4.280 -0.290  0.108
H: -4.852 -3.930 1.584  0.111
H: -5.128 -1.677 2.565  0.113
H: -3.855 0.227 1.664  0.117
H: -4.570 0.764 -1.309  0.116
H: -6.045 2.734 -1.406  0.109
H: -5.248 4.923 -0.575  0.108
H: -2.972 5.141 0.356  0.107
H: -1.489 3.146 0.470  0.087
H: 0.698 2.572 1.950  0.084
H: 2.182 3.930 3.415  0.106
H: 3.657 2.802 5.047  0.108
H: 3.661 0.337 5.216  0.109
H: 2.205 -1.006 3.748  0.106
H: -1.363 0.830 3.796  0.116
H: -2.900 -0.173 5.447  0.110
H: -3.253 -2.619 5.483  0.110
H: -2.083 -4.064 3.859  0.112
H: -0.543 -3.063 2.198  0.078
S: 6.007 -0.553 -6.841  1.070
N: 5.690 0.658 -5.828  -0.203
C: 4.761 0.228 -4.993  -0.299
C: 4.185 0.994 -3.911  -0.064
C: 4.564 2.305 -3.607  0.050
C: 3.961 2.955 -2.551  0.000
C: 2.986 2.283 -1.824  -0.070
N: 2.623 1.039 -2.111  0.032
C: 3.201 0.379 -3.134  -0.105
C: 2.770 -1.007 -3.400  -0.120
N: 1.824 -1.533 -2.605  0.024
C: 1.416 -2.773 -2.795  -0.092
C: 1.932 -3.578 -3.807  0.002
C: 2.900 -3.060 -4.640  0.043
C: 3.338 -1.747 -4.441  -0.067
C: 4.349 -1.108 -5.251  -0.297
N: 4.978 -1.655 -6.277  -0.202
H: 5.326 2.786 -4.206  0.133
H: 4.228 3.966 -2.282  0.124
H: 2.481 2.753 -0.989  0.129
H: 0.655 -3.133 -2.112  0.118
H: 1.573 -4.589 -3.930  0.122
H: 3.328 -3.649 -5.440  0.131

Summary:
F_max	0.62	eV/Å
net charge	+1
frontier orbital gap	0.23527	Ha
highest occupied orbital energy	-10.1	eV
calculated total energy	-101006.770	eV

=====

Record 3
Formula: C31H30Cl40FNO3
Source: the OMol25 dataset
Level of theory: wB97M-V/def2-TZVPD

Each line ends with the Löwdin charge.
Cartesian coordinates (Å):
C: -5.850 -5.443 1.715  0.043
C: -4.592 -5.467 2.136  -0.105
C: -3.020 -5.242 2.508  -0.142
C: -2.571 -3.672 2.317  -0.202
O: -1.724 -3.312 3.440  -0.193
C: -1.416 -1.863 3.421  -0.121
C: 0.073 -1.702 2.820  -0.255
C: 1.075 -2.295 3.988  -0.090
C: 1.608 -1.164 4.999  -0.135
C: 3.167 -1.190 5.378  -0.028
C: 3.741 -0.112 6.415  -0.073
C: 2.833 1.023 7.071  -0.048
C: 1.310 1.058 6.674  -0.194
C: 0.248 2.171 7.230  -0.093
C: 0.753 -0.036 5.684  0.009
O: 0.523 -0.361 2.574  -0.111
C: -0.191 0.356 1.553  -0.246
C: -1.499 1.190 2.108  -0.118
C: -1.410 2.714 1.588  -0.104
C: -0.259 3.579 2.372  -0.403
N: 0.244 4.835 1.738  0.075
O: 0.252 3.215 3.489  -0.064
C: -0.569 -0.458 0.217  -0.189
F: -1.771 -1.305 0.348  -0.159
C: 0.689 -1.248 -0.466  -0.185
C: 2.125 -0.587 -0.150  -0.129
H: -6.996 -5.527 1.599  0.046
H: -2.821 -5.638 3.568  0.116
H: -2.443 -5.909 1.745  0.109
H: -3.548 -3.066 2.368  0.130
H: -2.032 -3.631 1.302  0.083
H: -2.249 -1.350 2.818  0.108
H: -1.535 -1.518 4.518  0.135
H: 0.173 -2.448 1.950  0.144
H: 1.963 -2.765 3.397  0.123
H: 0.564 -3.123 4.610  0.128
H: 3.918 -1.941 4.947  0.079
H: 4.860 -0.104 6.710  0.077
H: 3.260 1.795 7.825  0.090
H: -0.427 1.770 8.068  0.078
H: -0.434 2.412 6.313  0.069
H: 0.877 3.088 7.517  0.072
H: -0.366 0.014 5.423  0.082
H: 0.532 1.206 1.197  0.155
H: -1.356 1.237 3.267  0.127
H: -2.493 0.659 1.884  0.068
H: -2.399 3.299 1.675  0.119
H: -1.045 2.687 0.479  0.119
H: 1.171 4.685 1.288  0.010
H: -0.390 5.135 0.977  0.079
H: -0.869 0.349 -0.574  0.158
H: 0.621 -2.379 -0.255  0.062
H: 0.529 -1.139 -1.620  0.117
H: 2.212 0.524 -0.429  0.019
H: 2.474 -0.793 0.945  0.095
H: 2.898 -1.161 -0.812  0.092
Cl: 4.698 1.996 0.115  0.550
C: 4.029 3.018 -1.176  -1.993
Cl: 3.443 1.991 -2.503  0.502
Cl: 2.678 3.979 -0.530  0.544
Cl: 5.294 4.108 -1.785  0.509
Cl: -0.579 -4.046 -4.093  0.496
C: -0.576 -5.180 -2.724  -2.004
Cl: -0.956 -4.303 -1.226  0.551
Cl: -1.800 -6.441 -2.997  0.521
Cl: 1.029 -5.932 -2.580  0.525
Cl: -3.510 -1.240 -6.206  0.503
C: -4.248 -2.315 -4.995  -1.948
Cl: -5.998 -2.002 -4.911  0.481
Cl: -3.976 -4.009 -5.461  0.482
Cl: -3.510 -2.009 -3.405  0.483
Cl: 5.693 6.557 -6.505  0.515
C: 5.641 7.258 -4.872  -2.015
Cl: 5.485 9.025 -4.990  0.521
Cl: 4.248 6.597 -3.987  0.497
Cl: 7.139 6.852 -4.005  0.486
Cl: -5.857 -0.516 -2.449  0.439
C: -5.868 0.189 -0.817  -1.979
Cl: -5.998 1.959 -0.937  0.519
Cl: -7.260 -0.447 0.089  0.517
Cl: -4.362 -0.229 0.033  0.561
Cl: -1.474 7.463 3.501  0.506
C: -1.456 6.334 4.875  -2.007
Cl: -1.889 7.206 6.363  0.513
Cl: -2.634 5.032 4.586  0.522
Cl: 0.168 5.635 5.047  0.565
Cl: 9.871 4.161 -4.680  0.503
C: 10.829 5.597 -5.104  -2.028
Cl: 12.315 5.093 -5.940  0.517
Cl: 9.876 6.650 -6.173  0.494
Cl: 11.254 6.485 -3.624  0.512
Cl: -1.977 -3.358 -8.035  0.471
C: -3.168 -3.696 -9.312  -2.009
Cl: -4.214 -2.277 -9.540  0.510
Cl: -2.320 -4.057 -10.833  0.521
Cl: -4.161 -5.094 -8.842  0.508
Cl: 5.346 -0.325 -7.228  0.520
C: 5.079 -0.546 -5.485  -2.021
Cl: 5.569 -2.188 -5.013  0.518
Cl: 6.045 0.644 -4.582  0.500
Cl: 3.354 -0.313 -5.115  0.492
Cl: -7.911 -3.493 -2.093  0.492
C: -8.012 -4.907 -3.166  -2.016
Cl: -9.283 -6.005 -2.582  0.517
Cl: -8.403 -4.372 -4.817  0.498
Cl: -6.451 -5.757 -3.172  0.507

Summary:
SMILES string	C#CCCOC[C@H](Cc1cccc(C)c1)O[C@H](CCC(N)=O)[C@H](F)CC.ClC(Cl)(Cl)Cl.ClC(Cl)(Cl)Cl.ClC(Cl)(Cl)Cl.ClC(Cl)(Cl)Cl.ClC(Cl)(Cl)Cl.ClC(Cl)(Cl)Cl.ClC(Cl)(Cl)Cl.ClC(Cl)(Cl)Cl.ClC(Cl)(Cl)Cl.ClC(Cl)(Cl)Cl
F_max	6.88	eV/Å
net charge	0
frontier orbital gap	0.28930	Ha
energy relative to the best compared isomer or geometry (same formula, charge and spin)	291.4	kcal per mole
highest occupied orbital energy	-8.1	eV
calculated total energy	-543865.165	eV

=====

Record 4
Formula: C4H8O2
Source: the OMol25 dataset
Level of theory: wB97M-V/def2-TZVPD

Each line ends with the Löwdin charge.
Cartesian coordinates (Å):
C: -1.607 1.909 -0.069  0.020
C: -0.534 1.128 -0.312  -0.500
O: 0.548 1.822 -0.750  0.067
O: -0.438 -0.182 -0.147  0.004
C: 0.835 -0.842 -0.157  -0.219
C: 0.672 -2.139 0.616  -0.069
H: -2.395 1.620 0.589  0.042
H: -1.822 2.655 -0.839  0.067
H: 0.136 2.653 -0.462  0.096
H: 1.584 -0.187 0.295  0.123
H: 1.125 -1.036 -1.197  0.128
H: 0.387 -1.935 1.653  0.081
H: -0.102 -2.767 0.161  0.080
H: 1.613 -2.698 0.618  0.079

Summary:
SMILES string	C=C(O)OCC
F_max	1.46	eV/Å
net charge	0
frontier orbital gap	0.33648	Ha
energy relative to the best compared isomer or geometry (same formula, charge and spin)	53.4	kcal per mole
highest occupied orbital energy	-8.2	eV
calculated total energy	-8370.968	eV